The following is a quantum chemistry calculation of a molecular structure, C40H62N6O2Se2Ti, from OMol25.

Calculated values
Kohn-Sham gap (spin up / spin down) in eV: 4.68 / 6.83
DFT total energy in hartree: -7692.87938
2S+1: 3
E_LUMO (spin up / spin down) in eV: -0.0465 / -0.0499

XYZ file:
```
113
C40H62N6O2Se2Ti, DFT the ωB97M-V functional and the def2-TZVPD basis
Ti 1.62746 -0.27965 -0.99414
N 2.91666 -2.17065 -0.72863
C 4.34975 -2.13056 -1.01560
C 4.86786 -0.77065 -0.59182
N 4.01588 0.34488 -1.04775
C 4.32294 0.71258 -2.45193
C 3.52101 -0.07417 -3.47300
N 2.10046 0.10274 -3.14127
C 4.25373 1.49461 -0.15067
C 3.30629 2.62913 -0.47941
N 1.94788 2.07242 -0.55615
H 2.76880 -2.24605 0.27740
H 2.44809 -2.97106 -1.14068
H 4.50559 -2.31210 -2.07718
H 4.90222 -2.90802 -0.47792
H 5.90135 -0.62722 -0.93312
H 4.88529 -0.73831 0.50074
H 5.40216 0.63661 -2.63299
H 4.04090 1.75063 -2.60012
H 3.77216 -1.13378 -3.47668
H 3.74660 0.32253 -4.46834
H 1.51909 -0.44537 -3.76974
H 1.87510 1.10928 -3.35397
H 5.30129 1.82227 -0.19247
H 4.05143 1.14720 0.86437
H 3.53277 3.10839 -1.42788
H 3.39152 3.41280 0.27842
H 1.37289 2.67508 -1.14208
H 1.54749 2.05947 0.37872
C -5.76047 -2.76246 -2.46591
C -5.30205 -1.90543 -1.27859
C -5.95214 -0.52772 -1.40591
C -5.78381 -2.54919 0.02887
C -3.77758 -1.81787 -1.26152
C -3.09493 -0.61441 -1.22862
C -1.70893 -0.61020 -1.20685
Se -0.71729 0.99164 -0.93554
C -0.59308 0.90762 0.99653
C -1.63646 1.49521 1.70670
C -1.66235 1.46305 3.08674
C -0.59748 0.82322 3.72823
C 0.46298 0.22516 3.06808
C 0.48714 0.28224 1.64880
O 1.50609 -0.25550 0.97778
C 1.56388 -0.51361 3.83328
C 2.94069 0.09738 3.53952
C 1.55003 -1.99809 3.43499
C 1.35487 -0.44922 5.34919
C -2.77341 2.10504 3.91355
C -3.37104 1.07013 4.87617
C -2.18917 3.27266 4.72034
C -3.90283 2.64058 3.03348
C -0.95470 -1.78246 -1.24885
O 0.37882 -1.71045 -1.28706
C -1.62990 -3.02278 -1.19519
C -3.01719 -2.98952 -1.22218
C -0.85151 -4.33301 -1.09560
C -1.77525 -5.55171 -1.01936
C -0.00853 -4.32127 0.18759
C 0.04139 -4.51411 -2.33133
H -6.85093 -2.81148 -2.49581
H -5.38487 -3.78365 -2.39637
H -5.41158 -2.33852 -3.40865
H -7.03576 -0.64072 -1.46582
H -5.62144 -0.00489 -2.30451
H -5.73567 0.10303 -0.54191
H -6.87458 -2.60082 0.04646
H -5.45341 -1.96724 0.89074
H -5.39819 -3.56323 0.14044
H -3.62275 0.32828 -1.20693
H -2.43269 1.97106 1.15036
H -0.61035 0.79021 4.80767
H 3.21007 -0.03444 2.49439
H 3.69921 -0.38393 4.16139
H 2.94679 1.16530 3.76907
H 1.62032 -2.11770 2.35554
H 0.62547 -2.47278 3.76833
H 2.38636 -2.52104 3.90555
H 1.38532 0.57632 5.72204
H 2.15497 -1.00405 5.84215
H 0.40883 -0.90009 5.65137
H -2.62737 0.68557 5.57420
H -3.78536 0.22378 4.32604
H -4.17291 1.52214 5.46328
H -1.40702 2.93334 5.40086
H -2.96856 3.75238 5.31588
H -1.75552 4.02166 4.05596
H -4.32725 1.85851 2.40103
H -3.56596 3.45616 2.39123
H -4.70417 3.02858 3.66451
H -3.54896 -3.92995 -1.20085
H -2.43834 -5.50686 -0.15410
H -1.16962 -6.45489 -0.92448
H -2.38439 -5.65651 -1.91859
H -0.65489 -4.29331 1.06656
H 0.64254 -3.45037 0.23178
H 0.60011 -5.22734 0.24575
H -0.56973 -4.65919 -3.22382
H 0.67257 -5.39837 -2.21064
H 0.67584 -3.64541 -2.49938
Se -0.36820 2.86862 -4.10789
N 1.40878 2.86900 -3.65025
C 1.78498 4.17080 -3.64168
C 3.09598 4.63280 -3.43006
C 3.36931 5.98758 -3.39544
C 2.34527 6.92459 -3.58645
C 1.05446 6.50967 -3.83256
C 0.74214 5.13558 -3.88196
N -0.49056 4.66799 -4.15085
H 3.90525 3.91627 -3.33577
H 4.38529 6.32701 -3.23608
H 2.57392 7.98238 -3.55869
H 0.25675 7.22018 -4.00654
```

Atomic partial charges in e from the Löwdin method, atoms 1 to 99: 0.894 -0.004 -0.202 -0.169 -0.199 -0.152 -0.204 -0.045 -0.166 -0.190 -0.032 0.089 0.088 0.104 0.124 0.131 0.124 0.134 0.091 0.097 0.129 0.109 0.027 0.138 0.104 0.074 0.132 0.054 0.071 -0.047 -0.559 -0.066 -0.044 -0.166 -0.042 -0.378 1.172 -0.358 -0.057 -0.169 0.027 -0.078 -0.341 -0.263 -0.526 -0.041 -0.033 -0.069 -0.558 -0.047 -0.044 -0.066 -0.329 -0.279 -0.078 0.031 -0.528 -0.067 -0.033 -0.037 0.084 0.075 0.092 0.085 0.091 0.082 0.085 0.088 0.078 0.102 0.095 0.093 0.047 0.085 0.094 0.056 0.092 0.086 0.089 0.086 0.086 0.074 0.090 0.084 0.079 0.085 0.090 0.084 0.088 0.086 0.095 0.087 0.087 0.087 0.095 0.053 0.088 0.091 0.085

---

The following is a quantum chemistry calculation of 9 unconnected molecules or ions with the total composition C40H62N8O14, from OMol25.

Calculated values
Kohn-Sham gap in eV: 5.29
DFT total energy in hartree: -3051.57374
E_LUMO in eV: -3.5247

XYZ file:
```
124
C40H62N8O14, DFT the ωB97M-V functional and the def2-TZVPD basis
C -0.92829 2.45071 -0.65119
C 0.40866 3.06681 -1.38264
C 1.05652 2.17619 -2.36077
C 0.33452 2.20318 -3.58433
C 0.14764 3.57931 -4.26562
C -0.43195 4.65552 -3.40877
N -0.02216 4.46432 -1.92790
O -0.11005 5.44625 -1.16428
C -1.96354 4.58372 -3.34144
C 0.03777 6.06766 -3.94952
C 1.45033 3.50665 -0.17200
H -1.42813 3.26882 -0.12921
H -0.50626 1.79380 0.06520
H -1.49704 1.80748 -1.35170
H 1.40525 1.29962 -1.99421
H 1.98742 2.85282 -2.51486
H -0.67918 1.86846 -3.54186
H 0.63350 1.53581 -4.38602
H -0.21501 3.50005 -5.32625
H 1.08780 3.85404 -4.50205
H -2.60373 5.22903 -2.84770
H -2.44268 3.55804 -3.06847
H -2.45976 4.78067 -4.19302
H -0.19783 6.94314 -3.32291
H -0.44533 6.35118 -4.95236
H 1.16969 6.23761 -3.93700
H 1.95773 2.54794 0.20392
H 1.07331 3.75217 0.68048
H 2.30262 3.93953 -0.83859
C 0.60849 -0.66243 0.37237
O -0.07424 -1.32614 1.12507
O 1.94639 -0.58117 0.68586
O 0.20521 -0.29623 -0.75755
H 1.81762 -0.62339 1.48788
C 3.73613 -2.22933 -1.48100
C 5.09232 -2.94343 -1.63755
C 6.01146 -2.48898 -2.76488
C 5.74297 -1.08262 -3.46183
C 4.32448 -0.53961 -3.29775
C 3.40911 -1.15959 -2.23568
N 6.74272 -0.41729 -4.35161
O 6.21103 0.57269 -4.98834
O 7.71503 -1.01128 -4.72569
H 2.93216 -2.57061 -0.84969
H 5.26496 -3.88799 -1.16071
H 6.87243 -2.91413 -2.99356
H 4.00818 0.37646 -3.55556
H 2.53374 -0.63502 -2.16713
C -4.14920 -0.98821 0.40095
C -5.59807 -1.09959 0.76834
C -6.20797 -0.02158 1.65037
C -5.20794 1.01507 2.30156
C -3.87611 1.23388 1.63257
C -3.30797 -0.03392 0.95907
N -5.59467 2.08902 3.21243
O -4.93090 3.14138 3.43954
O -6.75043 2.08085 3.74405
H -3.87053 -2.01610 -0.10427
H -6.31765 -1.83153 0.54889
H -7.30843 -0.05407 1.95409
H -3.22160 1.94028 1.90809
H -2.17171 -0.04162 0.65541
C -0.35375 -5.85719 1.06032
C -1.68635 -6.66638 1.18513
C -2.93557 -6.16989 0.43493
C -2.81367 -4.95345 -0.34773
C -1.46357 -4.04464 -0.37215
C -0.29571 -4.61365 0.35247
N -3.93822 -4.48860 -1.24218
O -5.13543 -4.72971 -0.92443
O -3.56759 -3.64251 -2.05951
H 0.51332 -6.30535 1.56248
H -1.67065 -7.59813 1.64868
H -3.84525 -6.65127 0.62093
H -1.41603 -3.11939 -0.78088
H 0.53120 -4.04143 0.25384
C -3.50456 0.62995 -4.76582
O -4.20734 1.36928 -5.37524
N -3.44599 0.65426 -3.39555
C -2.49797 -0.33581 -2.74817
C -4.32182 1.64135 -2.51571
H -2.95944 -0.02486 -5.29303
H -1.39536 -0.25387 -3.00836
H -2.77509 -1.45210 -2.74588
H -2.46231 -0.00716 -1.71794
H -4.21410 1.42394 -1.53924
H -5.34217 1.26186 -2.52371
H -4.18981 2.60813 -2.41384
C 5.81361 2.72308 2.21659
O 4.89536 3.51705 1.87814
N 5.94501 1.49111 1.75815
C 7.08211 0.69668 2.26750
C 5.02397 0.89080 0.90019
H 6.60167 3.06835 2.82737
H 6.92602 0.66935 3.35434
H 7.91798 0.91475 2.23661
H 7.04632 -0.43103 1.90733
H 5.16062 -0.15795 0.53377
H 5.03728 1.31842 0.07488
H 4.15060 0.91414 1.49611
C 2.39227 -4.16635 3.00308
O 3.40186 -4.84791 2.99004
N 1.40979 -4.42358 3.92208
C 0.32060 -3.50283 4.10615
C 1.50970 -5.58215 4.64824
H 2.38144 -3.41513 2.33842
H -0.42845 -3.71119 3.37605
H 0.50016 -2.41175 3.88644
H -0.14626 -3.40123 5.21267
H 0.82455 -5.65842 5.28439
H 2.41608 -5.74551 5.26582
H 1.22820 -6.32304 4.02603
C -0.80564 1.11778 3.52606
O -0.01888 2.09394 3.31664
N -1.75727 1.19330 4.39699
C -2.68593 0.04455 4.60314
C -2.25861 2.50791 4.89067
H -0.64526 0.11716 2.77058
H -2.87344 -0.71058 3.86498
H -3.55617 0.16336 5.11974
H -2.36679 -0.60664 5.34498
H -1.32346 2.85333 5.50909
H -3.07026 2.37183 5.48493
H -2.36439 3.48076 4.16375
```

Atomic partial charges in e from the Löwdin method, atoms 1 to 99: 0.046 -0.317 -0.160 -0.181 -0.118 -0.388 0.049 0.191 0.001 -0.015 0.050 0.094 0.048 0.066 0.073 0.161 0.086 0.136 0.169 0.074 0.075 0.111 0.057 0.074 0.125 0.112 0.120 0.008 0.128 -0.812 -0.018 0.136 -0.041 -0.059 -0.071 0.017 0.065 -0.045 0.082 -0.070 -0.340 0.003 0.094 0.085 0.071 0.018 0.035 0.040 -0.088 -0.023 0.054 -0.088 0.064 -0.064 -0.319 0.015 0.023 0.117 0.064 0.112 0.036 0.110 -0.031 0.017 0.014 -0.063 0.112 -0.062 -0.338 0.039 0.018 0.085 0.046 0.072 0.039 0.042 -0.377 0.034 -0.087 -0.060 0.027 0.096 0.085 0.091 0.021 0.013 0.104 0.012 -0.315 -0.032 -0.157 0.006 -0.044 0.123 0.103 -0.061 0.149 0.117 0.013